1.
A cluster of 19 separate species, CH39O19 in total in a non-equilibrium geometry, computed with ωB97M-V with the def2-TZVPD basis set.

Each line ends with the Mulliken charge.
Positions of all 59 atoms, in Å:
C (0.33, -0.15, -0.05)  1.89
O (1.21, -0.51, 1.06)  -0.03
H (-0.44, 0.55, 0.36)  -0.33
H (-0.12, -0.97, -0.62)  0.14
H (0.96, 0.42, -0.67)  -1.57
O (-2.58, -2.41, 1.31)  -0.73
H (-3.53, -2.46, 1.37)  0.27
H (-2.18, -1.55, 1.49)  0.43
O (0.95, 1.52, -3.06)  -0.64
H (1.19, 1.27, -3.92)  0.24
H (1.18, 0.84, -2.49)  0.27
O (3.38, 1.05, -1.53)  -0.66
H (3.29, 1.15, -2.48)  0.25
H (2.88, 1.75, -1.10)  0.41
O (-0.71, -0.46, 2.77)  -0.77
H (-1.04, 0.44, 2.92)  0.62
H (-0.28, -0.33, 1.87)  -0.12
O (3.18, -1.47, -0.42)  -0.83
H (2.40, -1.19, 0.13)  0.13
H (3.26, -0.70, -0.97)  0.48
O (1.96, 1.88, 2.10)  -0.77
H (1.96, 1.06, 1.64)  0.36
H (1.32, 2.40, 1.63)  0.27
O (-1.06, -1.47, -3.41)  -0.64
H (-1.48, -0.63, -3.73)  0.26
H (-1.67, -1.93, -2.75)  0.38
O (-2.87, -1.96, -1.45)  -0.69
H (-3.43, -2.75, -1.56)  0.26
H (-2.74, -1.96, -0.50)  0.35
O (1.87, -3.56, 2.05)  -0.70
H (1.49, -2.77, 2.39)  0.36
H (2.77, -3.32, 1.88)  0.33
O (1.94, 3.17, -0.44)  -0.59
H (1.03, 3.07, -0.46)  0.29
H (2.02, 3.89, -1.04)  0.29
O (-3.34, 0.28, 1.49)  -0.56
H (-3.11, 0.46, 0.57)  0.38
H (-4.28, 0.03, 1.44)  0.29
O (1.44, -2.16, -2.97)  -0.74
H (0.51, -1.96, -3.22)  0.45
H (1.44, -2.15, -2.03)  0.39
O (-2.65, 0.64, -1.03)  -0.76
H (-2.44, -0.17, -1.44)  0.30
H (-3.04, 1.18, -1.75)  0.30
O (2.48, -0.87, 3.44)  -0.76
H (1.93, -0.17, 3.70)  0.34
H (2.27, -0.95, 2.52)  0.27
O (-0.57, 3.23, 1.15)  -0.69
H (-0.82, 2.77, 0.33)  0.25
H (-0.54, 4.16, 0.91)  0.35
O (-0.87, 2.56, -1.47)  -0.80
H (-0.24, 2.36, -2.15)  0.46
H (-1.45, 1.80, -1.31)  0.32
O (0.33, -3.34, -0.23)  -0.73
H (1.01, -3.75, 0.31)  0.41
H (0.32, -2.38, 0.05)  0.30
O (-1.38, 1.96, 3.30)  -0.65
H (-2.24, 2.06, 3.63)  0.26
H (-1.21, 2.50, 2.45)  0.41

The value obtained for the LUMO energy is 1.6211 eV. Its spin multiplicity is 1. The charge is -1. Its HOMO energy is -0.1850 Eh. The value obtained for the total energy is -1491.06399 hartree. The calculation puts the energy above the lowest of the compared OMol25 structures with the same formula, charge and spin at 0.864 eV.


2.
A cluster of 2 separate species, C18H29NO9 in total in a non-equilibrium geometry, computed with ωB97M-V with the def2-TZVPD basis set.

Each line ends with the Mulliken charge.
Positions of all 57 atoms, in Å:
C (2.34, 1.18, -1.05)  -0.87
C (2.12, 2.39, -0.16)  -0.88
C (0.70, 2.92, -0.18)  -0.10
C (0.22, 3.36, -1.57)  -0.82
N (-1.18, 3.01, -1.86)  -0.05
C (-2.13, 3.92, -1.42)  0.74
C (-2.81, 3.99, -0.29)  0.29
C (-2.83, 3.15, 0.93)  -0.88
C (-3.33, 1.74, 0.77)  0.68
O (-3.58, 1.06, 1.73)  -0.54
O (-3.54, 1.27, -0.53)  -0.31
C (-2.69, 0.28, -0.93)  0.56
C (-2.88, -0.05, -2.38)  -1.09
O (-1.86, -0.22, -0.23)  -0.45
C (-3.69, 5.19, -0.38)  0.01
O (-4.60, 5.48, 0.34)  -0.53
O (-3.27, 5.93, -1.45)  -0.30
C (-2.56, 5.08, -2.27)  0.43
O (-2.37, 5.27, -3.45)  -0.52
H (2.57, 1.49, -2.06)  0.44
H (3.20, 0.62, -0.71)  0.21
H (1.49, 0.51, -1.07)  0.11
H (2.83, 3.17, -0.39)  0.37
H (2.33, 2.10, 0.86)  0.42
H (0.04, 2.16, 0.21)  0.03
H (0.66, 3.78, 0.49)  0.40
H (0.37, 4.41, -1.76)  0.48
H (0.82, 2.81, -2.29)  0.40
H (-1.39, 2.07, -1.56)  -0.02
H (-3.52, 3.61, 1.62)  0.35
H (-1.88, 3.14, 1.42)  0.39
H (-3.78, -0.64, -2.46)  0.37
H (-3.02, 0.87, -2.92)  0.37
H (-2.02, -0.58, -2.73)  0.32
C (3.69, -2.44, -0.52)  -0.86
O (2.83, -2.32, 0.59)  -0.35
C (1.50, -1.91, 0.30)  -0.26
C (0.43, -2.86, 0.80)  -0.24
O (0.41, -4.17, 0.25)  -0.47
C (1.47, -5.07, 0.51)  -0.25
C (1.64, -5.54, 1.95)  -0.48
O (2.02, -4.52, 2.85)  -0.31
C (1.17, -4.34, 3.96)  -0.81
H (4.29, -1.54, -0.65)  0.28
H (4.37, -3.28, -0.33)  0.28
H (3.14, -2.65, -1.44)  0.38
H (1.37, -1.73, -0.77)  0.35
H (1.34, -0.95, 0.81)  0.26
H (-0.52, -2.42, 0.49)  0.32
H (0.40, -2.89, 1.89)  0.08
H (2.41, -4.71, 0.10)  0.04
H (1.21, -5.97, -0.06)  0.42
H (2.45, -6.29, 1.94)  0.39
H (0.73, -6.05, 2.29)  0.33
H (0.14, -4.63, 3.74)  0.40
H (1.18, -3.28, 4.23)  0.23
H (1.54, -4.91, 4.82)  0.27

The value obtained for the LUMO energy is -0.8056 eV. As for the SMILES: CCCCNC1=C(CC(=O)OC(C)=O)C(=O)OC1=O.COCCOCCOC. Its spin multiplicity is 1. Its HOMO energy is -0.3337 Eh. The value obtained for the total energy is -1435.13217 hartree.


3.
A structure of composition C7H32NO13V in a non-equilibrium geometry, computed with ωB97M-V with the def2-TZVPD basis set.

Each line ends with the Mulliken charge.
Positions of all 54 atoms, in Å:
O (1.77, -2.76, 0.50)  -0.52
V (0.70, -1.56, 0.65)  0.30
O (0.47, -1.15, 2.21)  -0.72
N (-2.18, 1.26, -0.89)  0.25
H (-3.07, 0.84, -0.66)  0.29
H (-1.48, 0.54, -0.99)  -0.13
H (-1.93, 1.91, -0.17)  0.36
H (-2.22, 1.68, -1.80)  0.42
C (-0.21, -0.54, -0.86)  0.29
O (-0.52, -0.35, 0.28)  1.15
O (0.73, -1.38, -1.04)  -1.29
O (-0.64, 0.13, -1.74)  -0.92
O (0.95, 1.69, -1.49)  -0.63
H (0.69, 2.45, -2.00)  0.29
H (0.28, 1.03, -1.69)  0.75
O (1.90, -0.49, -2.75)  -0.70
H (1.25, -0.75, -2.10)  -0.17
H (1.38, -0.23, -3.52)  0.45
O (0.33, 1.75, 0.76)  -0.86
H (0.85, 1.84, -0.04)  0.52
H (-0.13, 0.91, 0.65)  -0.32
O (-0.15, 0.48, -3.86)  -0.73
H (-0.38, 0.41, -2.93)  0.35
H (-0.08, 1.43, -4.01)  0.28
O (-2.20, -1.48, -2.36)  -0.70
H (-2.16, -1.66, -3.30)  0.39
H (-1.58, -0.77, -2.22)  0.82
O (0.00, -2.98, -2.18)  -0.77
H (-0.16, -2.45, -2.96)  0.31
H (0.34, -2.35, -1.53)  0.78
C (-3.59, 1.25, 2.10)  -1.53
C (-2.31, 0.43, 2.03)  1.28
C (-2.25, -0.47, 3.28)  -1.55
O (-2.46, -0.29, 0.81)  -0.79
H (-4.51, 0.79, 2.47)  0.36
H (-3.79, 1.81, 1.19)  0.36
H (-3.57, 2.14, 2.73)  0.42
H (-1.50, 1.15, 1.91)  0.05
H (-2.75, -1.43, 3.14)  0.29
H (-2.67, 0.01, 4.16)  0.43
H (-1.20, -0.56, 3.55)  0.30
H (-1.55, -0.44, 0.53)  0.18
C (4.26, -1.12, 1.18)  -1.54
C (2.87, -0.44, 1.30)  0.84
C (2.94, 1.06, 1.59)  -1.59
O (2.12, -0.66, 0.11)  -0.31
H (4.13, -2.18, 0.93)  0.43
H (4.78, -1.13, 2.14)  0.40
H (4.86, -0.80, 0.32)  0.29
H (2.37, -0.92, 2.15)  0.25
H (1.93, 1.47, 1.51)  0.52
H (3.58, 1.60, 0.90)  0.37
H (3.36, 1.28, 2.56)  0.41
H (2.42, 0.00, -0.52)  0.57

The value obtained for the LUMO energy is -1.0941 eV. Its spin multiplicity is 1. Its HOMO energy is -0.3661 Eh. The value obtained for the total energy is -2262.12560 hartree. The calculation puts the energy above the lowest of the compared OMol25 structures with the same formula, charge and spin at 19.646 eV.


4.
The molecule C6H10O, computed with ωB97M-V with the def2-TZVPD basis set.

Each line ends with the Mulliken charge.
Positions of all 17 atoms, in Å:
C (2.23, 0.19, 0.45)  -0.73
O (1.06, -0.43, 0.95)  -0.36
C (0.34, -1.01, -0.09)  -0.12
C (-0.39, -0.12, -1.05)  -0.34
C (-0.87, 1.12, -0.28)  -0.57
C (-1.74, 0.20, 0.62)  -0.51
C (-1.15, -1.03, -0.08)  -0.46
H (2.65, 0.80, 1.25)  0.23
H (1.99, 0.84, -0.41)  0.32
H (2.97, -0.55, 0.12)  0.29
H (0.80, -1.90, -0.51)  0.46
H (-0.28, -0.21, -2.13)  0.37
H (-1.44, 1.83, -0.88)  0.32
H (-0.07, 1.64, 0.25)  0.21
H (-2.80, 0.32, 0.39)  0.28
H (-1.59, 0.26, 1.70)  0.26
H (-1.70, -1.94, -0.30)  0.35

The value obtained for the LUMO energy is 1.1305 eV. As for the SMILES: CO[C@@H]1[C@@H]2CC[C@@H]21. Its spin multiplicity is 1. Its HOMO energy is -0.3462 Eh. The value obtained for the total energy is -309.77511 hartree. The calculation puts the energy above the lowest of the compared OMol25 structures with the same formula, charge and spin at 1.830 eV.


5.
The molecule C23H25FN2O4S in a non-equilibrium geometry, computed with ωB97M-V with the def2-TZVPD basis set.

Each line ends with the Mulliken charge.
Positions of all 56 atoms, in Å:
C (-2.17, -3.85, -0.24)  -1.44
C (-2.20, -2.42, 0.15)  0.73
O (-3.20, -1.62, -0.28)  -0.37
C (-2.93, -0.40, 0.22)  0.49
C (-3.80, 0.73, -0.03)  0.03
C (-3.44, 2.00, 0.44)  -0.22
C (-4.24, 3.10, 0.21)  -0.72
C (-5.42, 2.96, -0.50)  -0.30
C (-5.80, 1.72, -0.98)  -0.64
C (-4.99, 0.62, -0.74)  0.35
F (-5.39, -0.58, -1.21)  -0.31
N (-1.84, -0.37, 0.93)  -0.39
C (-1.36, -1.65, 0.91)  0.28
C (-0.08, -2.03, 1.52)  -1.37
S (1.14, -2.25, 0.15)  1.30
O (0.68, -1.51, -1.00)  -0.71
O (1.36, -3.66, -0.03)  -0.74
C (2.67, -1.46, 0.73)  -0.67
C (2.38, -0.07, 1.28)  0.27
O (2.82, 0.28, 2.36)  -0.67
N (1.61, 0.66, 0.47)  0.56
C (1.17, 2.02, 0.76)  0.18
C (0.32, 2.03, 2.03)  -1.56
C (2.36, 2.97, 0.88)  -0.89
C (3.10, 3.18, -0.45)  -1.27
C (3.79, 1.92, -0.92)  0.66
C (3.29, 1.20, -2.00)  -0.44
C (3.92, 0.03, -2.41)  -0.47
C (5.05, -0.42, -1.75)  -0.64
C (5.55, 0.30, -0.68)  -0.59
C (4.92, 1.46, -0.27)  -0.15
H (-2.77, -4.00, -1.13)  0.36
H (-1.14, -4.15, -0.44)  0.33
H (-2.57, -4.47, 0.56)  0.29
H (-2.51, 2.09, 0.99)  0.53
H (-3.95, 4.06, 0.58)  0.42
H (-6.05, 3.82, -0.69)  0.38
H (-6.72, 1.58, -1.53)  0.47
H (-0.12, -2.99, 2.03)  0.57
H (0.29, -1.25, 2.18)  0.46
H (3.11, -2.10, 1.50)  0.46
H (3.34, -1.41, -0.13)  -0.12
H (1.25, 0.21, -0.36)  0.34
H (0.55, 2.32, -0.09)  0.54
H (-0.10, 3.02, 2.19)  0.49
H (-0.49, 1.31, 1.93)  0.27
H (0.93, 1.77, 2.89)  0.36
H (3.04, 2.58, 1.63)  0.34
H (1.99, 3.94, 1.23)  0.46
H (3.85, 3.96, -0.31)  0.40
H (2.39, 3.52, -1.21)  0.39
H (2.41, 1.55, -2.52)  0.37
H (3.52, -0.52, -3.25)  0.39
H (5.54, -1.33, -2.08)  0.42
H (6.43, -0.04, -0.17)  0.38
H (5.32, 2.02, 0.56)  0.41

The value obtained for the LUMO energy is 0.3417 eV. As for the SMILES: Cc1oc(-c2ccccc2F)nc1CS(=O)(=O)CC(=O)N[C@@H](C)CCc1ccccc1. Its spin multiplicity is 1. Its HOMO energy is -0.3087 Eh. The value obtained for the total energy is -1799.99448 hartree.


6.
A cluster of 2 separate species, C4H8N in total in a non-equilibrium geometry, computed with ωB97M-V with the def2-TZVPD basis set.

Each line ends with the Mulliken charge.
Positions of all 13 atoms, in Å:
C (-0.34, 0.55, 0.50)  0.20
C (0.87, 0.10, -1.71)  -0.36
C (0.77, -1.21, -1.02)  -0.33
C (-0.89, 0.13, 1.75)  -0.92
N (0.26, 0.00, -0.44)  0.11
H (-0.66, 2.44, 0.09)  0.26
H (1.83, 0.62, -1.74)  0.26
H (0.22, 0.32, -2.55)  0.27
H (0.02, -1.92, -1.35)  0.27
H (1.64, -1.66, -0.56)  0.27
H (-0.72, -0.93, 1.95)  0.31
H (-0.47, 0.73, 2.57)  0.33
H (-1.97, 0.34, 1.75)  0.32

The value obtained for the LUMO energy is -5.3362 eV. Its spin multiplicity is 1. The charge is +1. Its HOMO energy is -0.5604 Eh. The value obtained for the total energy is -211.52316 hartree. The calculation puts the energy above the lowest of the compared OMol25 structures with the same formula, charge and spin at 4.026 eV.